No. 1
Here is a molecular structure, CH4N2 in a non-equilibrium geometry from OMol25. Energies are from wB97M-V/def2-TZVPD.

For the gap between HOMO and LUMO, the calculation gives 8.869 eV. As for the highest occupied orbital energy: -9.123 eV.

```
7
Properties=species:S:1:pos:R:3:forces:R:3:lowdin_charge:R:1
N 1.365634 0.254980 -0.029121 -3.0 -3.5 -0.3 0.03
C 0.192593 -0.406548 -0.197588 3.4 0.5 5.2 -0.41
N -1.231821 -0.049937 -0.016664 2.7 -0.7 -1.3 0.06
H -0.579911 0.138007 -1.009381 -3.5 1.3 -0.7 0.13
H 1.440499 0.742622 0.848921 -0.5 1.6 -0.2 0.02
H 0.186439 -1.506804 -0.078934 0.3 0.2 -2.1 0.13
H -1.373433 0.827680 0.482766 0.5 0.7 -0.5 0.06
```
Forces are in eV/Å.

No. 2
Here is CH4N2O2S in the gas phase in a non-equilibrium geometry from OMol25. Energies are from wB97M-V/def2-TZVPD.

For the gap between HOMO and LUMO, the calculation gives 9.657 eV. Its SMILES is N[C@@H](S)[N+](=O)[O-]. As for the highest occupied orbital energy: -9.809 eV.

```
10
Properties=species:S:1:pos:R:3:forces:R:3:lowdin_charge:R:1
N -0.735259 0.325552 1.130891 -2.2 2.3 1.2 -0.01
C -0.468894 -0.177019 -0.136853 -1.7 -0.6 -1.8 -0.57
S -0.086735 1.236235 -1.432029 -0.7 -0.8 0.8 0.70
N 0.905649 -0.743648 0.083757 2.2 -1.4 -1.9 -0.45
O 1.504104 -1.138489 -0.932633 -0.7 0.0 1.3 -0.02
O 1.376549 -0.701133 1.187796 0.3 -0.4 -0.4 0.09
H -0.438444 1.297804 1.320954 0.6 -0.9 -0.6 0.10
H -1.639199 0.337263 1.585888 -0.3 -0.9 -0.8 0.09
H -1.299004 -1.061724 -0.658463 2.9 2.8 2.0 0.22
H 0.881232 0.625158 -2.149309 -0.3 -0.1 0.3 -0.15
```
Forces are in eV/Å.

No. 3
Here is C21H27NO4S2 in the gas phase from OMol25. Energies are from wB97M-V/def2-TZVPD.

For the gap between HOMO and LUMO, the calculation gives 9.190 eV. Its SMILES is CC(C)(C)c1ccc(OCC(=O)N(Cc2cccs2)[C@H]2CCS(=O)(=O)C2)cc1. As for the highest occupied orbital energy: -8.709 eV.

```
55
Properties=species:S:1:pos:R:3:forces:R:3:lowdin_charge:R:1
C -2.354336 2.845047 4.241716 0.1 0.0 -0.2 -0.04
C -1.749404 2.844612 2.830817 0.0 0.2 0.0 -0.56
C -0.431142 3.631654 2.828895 -0.2 -0.1 0.0 -0.04
C -2.730592 3.551754 1.892119 0.2 -0.2 0.1 -0.07
C -1.466406 1.411186 2.410257 -0.1 0.1 -0.2 -0.19
C -0.609825 0.623921 3.179779 0.0 -0.1 -0.1 -0.03
C -0.315110 -0.675734 2.831856 0.0 -0.2 -0.1 0.00
C -0.871625 -1.239670 1.685569 0.0 0.2 0.1 -0.28
O -0.488020 -2.529095 1.411130 0.0 0.2 0.2 -0.07
C -1.025273 -3.166764 0.277675 -0.3 -0.1 -0.1 -0.09
C -0.667288 -2.570014 -1.090879 0.0 -0.1 0.3 -0.43
O -1.556349 -2.389053 -1.905013 -0.3 0.0 -0.1 0.06
N 0.627532 -2.318268 -1.373369 0.2 0.2 -0.2 0.01
C 1.748583 -2.496740 -0.462041 0.1 -0.2 0.2 -0.14
C 2.495815 -1.212400 -0.275904 0.5 0.0 0.0 -0.52
C 2.024658 -0.016063 0.171725 0.0 -0.3 0.0 -0.12
C 3.010484 0.995871 0.175267 0.1 0.1 0.0 -0.17
C 4.212366 0.558535 -0.275648 0.2 -0.3 -0.1 -0.40
S 4.168786 -1.098393 -0.719218 -0.5 0.3 0.3 1.04
C 0.978480 -1.758684 -2.675674 -0.2 -0.4 0.0 -0.32
C 0.589767 -2.659049 -3.860003 0.0 -0.3 0.3 -0.16
C 1.040848 -1.940365 -5.115913 -0.1 0.6 0.2 -0.19
S 0.905528 -0.165018 -4.676048 0.0 0.2 -0.1 0.68
O -0.088240 0.497964 -5.470589 -0.4 -0.2 0.0 -0.32
O 2.224592 0.407814 -4.656834 0.4 -0.2 0.2 -0.32
C 0.355730 -0.403546 -2.956676 0.3 0.0 -0.8 -0.14
C -1.730022 -0.477033 0.909999 0.1 -0.4 -0.1 0.00
C -2.016551 0.829703 1.277645 0.1 0.2 0.2 -0.01
H -3.273735 2.263569 4.255893 -0.1 -0.1 0.0 0.09
H -2.584890 3.862696 4.549560 0.0 0.1 0.1 0.08
H -1.669699 2.417538 4.968722 0.1 0.0 0.1 0.07
H 0.004296 3.632138 1.831641 0.1 0.0 -0.1 0.09
H 0.290104 3.198117 3.516250 0.1 0.0 0.1 0.08
H -0.609839 4.662484 3.126961 0.0 0.1 0.0 0.08
H -3.689124 3.038685 1.870494 -0.1 0.0 -0.1 0.09
H -2.334389 3.611197 0.881152 0.0 0.0 -0.1 0.09
H -2.900985 4.566825 2.244986 0.0 0.1 0.0 0.08
H -0.155777 1.027945 4.071437 0.0 0.1 0.1 0.11
H 0.352569 -1.274936 3.430917 0.1 -0.1 0.1 0.12
H -2.121373 -3.195473 0.325008 0.2 0.0 -0.1 0.14
H -0.650368 -4.195286 0.319518 -0.1 0.1 0.0 0.14
H 1.380553 -2.851350 0.500483 0.1 0.0 -0.2 0.12
H 2.426389 -3.252457 -0.877211 -0.1 0.0 0.1 0.13
H 1.011753 0.140737 0.496264 -0.2 0.0 0.0 0.10
H 2.827000 2.002995 0.502949 0.0 0.2 0.0 0.10
H 5.128779 1.104346 -0.377005 0.2 0.2 0.0 0.06
H 2.065909 -1.631470 -2.685453 -0.1 0.0 0.1 0.13
H -0.492431 -2.789946 -3.859105 0.1 0.0 0.0 0.11
H 1.058235 -3.639886 -3.763571 0.0 0.0 0.0 0.13
H 0.413892 -2.132768 -5.978978 0.0 0.1 -0.1 0.10
H 2.085356 -2.117728 -5.354717 0.1 0.1 0.0 0.10
H 0.751150 0.394121 -2.337052 0.1 0.1 -0.1 0.11
H -0.728524 -0.436110 -2.929105 -0.1 0.0 0.0 0.11
H -2.181281 -0.874706 0.015519 -0.1 -0.1 -0.1 0.11
H -2.686557 1.386548 0.643804 -0.1 0.1 -0.1 0.11
```
Forces are in eV/Å.

Which energy relative to the best compared isomer or geometry (same formula, charge and spin) belongs to each record? In order, 125.0 93.2 0.0 kcal/mol.